{"formula": "C44H41BiN7O2P2S6", "method": "ωB97M-V with the def2-TZVPD basis set", "charge": -1, "e_homo_ha": -0.1765, "max_force_ha_per_bohr": 0.030, "homo_lumo_gap_ev": 6.93, "lumo_ev": 2.1332, "total_energy_ev": -150254.072, "elements": ["Bi", "S", "S", "S", "S", "S", "S", "P", "P", "O", "O", "N", "N", "N", "N", "N", "N", "N", "C", "C", "C", "C", "C", "C", "C", "C", "C", "C", "C", "C", "C", "C", "C", "C", "C", "C", "C", "C", "C", "C", "C", "C", "C", "C", "C", "C", "C", "C", "C", "C", "C", "C", "C", "C", "C", "C", "C", "C", "C", "C", "C", "C", "H", "H", "H", "H", "H", "H", "H", "H", "H", "H", "H", "H", "H", "H", "H", "H", "H", "H", "H", "H", "H", "H", "H", "H", "H", "H", "H", "H", "H", "H", "H", "H", "H", "H", "H", "H", "H", "H", "H", "H", "H"], "xyz": [[0.832837, 0.848703, 0.354007], [2.705858, 2.284256, -1.304533], [7.370746, -0.610947, -3.180628], [-0.586781, 2.561137, -1.069569], [5.510343, 1.143944, -1.629446], [-0.188346, 2.371074, 2.468169], [1.141366, -2.814495, 1.756861], [-1.590654, 0.915947, 2.291254], [-2.147192, 1.384593, -0.433029], [2.291438, 0.959125, 4.785375], [3.655128, -0.246930, 0.661635], [3.557789, 0.467273, -3.110531], [2.696265, -2.120979, 3.761406], [4.698147, -0.164875, -3.581762], [3.798890, -2.727811, 1.835322], [2.563667, 0.406935, 2.553534], [-0.842416, -2.900274, -4.943997], [0.475994, -0.589935, -1.736988], [-4.295359, 4.730548, 0.572981], [-3.436973, 0.621060, -4.250195], [-3.789164, -1.385249, -2.969360], [4.498665, -0.984044, -4.733975], [-0.752346, -0.112362, 4.742076], [0.419783, -0.084298, -2.973885], [-5.500711, 1.093388, 3.415473], [2.929075, 0.989159, 3.745457], [-3.239278, -0.768910, -1.847763], [-4.274706, 0.689875, 2.910979], [-4.839139, 2.132658, -0.238468], [4.815325, 1.183743, 2.265632], [-1.532555, -2.716024, 4.159380], [-3.304226, 2.793902, 3.557845], [4.322165, 1.630560, 3.636709], [-3.169754, 1.539985, 2.980487], [-3.886118, -0.693052, -4.166624], [3.807413, 1.208468, -2.085822], [2.625314, -2.518643, 2.479672], [5.137645, -1.822619, -6.886177], [-3.516168, 2.557439, -0.111849], [0.122520, -1.869401, -1.562871], [-2.898468, 1.240233, -3.132365], [5.868700, 0.062213, -2.922334], [-0.603317, -1.110912, 5.693302], [5.413905, -1.035483, -5.776523], [-3.248792, 3.857331, 0.308046], [3.925107, -1.694502, 4.398227], [-1.672101, -1.720510, 3.200585], [-1.003041, -2.412151, 5.403944], [-4.534050, 3.195395, 4.067975], [-5.609014, 4.308911, 0.431641], [3.958955, -2.551529, -6.966564], [-0.416641, -2.134761, -3.878276], [-5.630174, 2.349454, 3.997027], [-1.292173, -0.417536, 3.493524], [3.048127, -2.492546, -5.919969], [-5.881749, 3.007896, 0.029247], [-0.314049, -2.672589, -2.593811], [-2.796683, 0.545942, -1.925548], [-0.018909, -0.810908, -4.059192], [-1.693995, 0.170509, 0.713264], [3.638408, 0.370467, 1.731914], [3.316185, -1.712028, -4.807124], [4.592048, -2.543731, 4.561526], [-0.588325, -3.704088, -2.398467], [-0.410793, 0.895428, 4.943018], [-2.441121, 3.448800, 3.603429], [5.725598, 0.582981, 2.280277], [-5.045959, 1.116724, -0.554972], [-2.054141, -1.946944, 2.212349], [-4.159674, -0.287723, 2.453994], [-4.144402, -2.407775, -2.901727], [-4.636230, 4.176482, 4.517641], [-1.355284, -3.736850, -4.729435], [-1.157623, -2.404555, -5.759450], [-0.885271, -3.193581, 6.146379], [-6.357026, 0.431840, 3.353451], [3.701701, -2.746292, 0.833915], [-3.509133, 1.161886, -5.187075], [3.751945, -3.159783, -7.838938], [4.976965, 2.007620, 1.567292], [4.209845, 2.712008, 3.724608], [-0.052069, -0.353734, -5.042263], [-6.424255, 4.993362, 0.636476], [-1.806946, -3.735996, 3.920368], [4.457946, -0.940587, 3.805594], [-0.171551, -0.873569, 6.658995], [4.944975, 1.293113, 4.465232], [-3.145704, -1.290604, -0.901209], [-6.907865, 2.675823, -0.079271], [-6.587777, 2.667368, 4.393074], [3.678260, -1.245196, 5.356073], [2.616229, -1.654661, -3.984822], [4.610263, -2.219853, 2.152352], [-4.082711, 5.743881, 0.893558], [2.126521, -3.062143, -5.960511], [6.331082, -0.471016, -5.721223], [-2.218517, 4.175877, 0.410477], [1.831010, -1.743681, 4.120613], [0.750652, 0.941032, -3.083881], [-2.546905, 2.264667, -3.178521], [0.206352, -2.256549, -0.555657], [-4.316219, -1.174977, -5.038512], [5.853407, -1.860802, -7.698525]], "forces_ev_per_a": [[0.00, -0.75, -0.04], [0.13, 0.20, -0.11], [-0.02, 0.05, -0.06], [-0.08, -0.04, -0.12], [-0.21, 0.16, 0.06], [-0.17, 0.04, 0.21], [-0.04, -0.06, -0.19], [-0.17, -0.52, -0.07], [-0.01, -0.45, -0.28], [-0.03, 0.04, -0.10], [0.07, 0.42, -0.03], [-0.08, -0.07, -0.19], [0.12, -0.11, 0.08], [0.17, 0.20, 0.07], [-0.13, -0.25, 0.19], [0.20, 0.42, 0.12], [0.15, 0.02, 0.04], [-0.02, -0.09, -0.08], [0.03, 0.02, 0.00], [0.03, 0.08, 0.06], [0.02, 0.01, 0.07], [-0.09, -0.08, 0.07], [0.06, -0.05, -0.10], [0.04, -0.04, 0.09], [0.05, -0.04, -0.02], [0.00, 0.06, -0.29], [0.00, 0.03, -0.05], [0.00, 0.06, 0.05], [0.05, 0.10, 0.03], [-0.10, 0.06, -0.03], [-0.04, 0.04, -0.03], [0.02, -0.04, 0.03], [-0.01, 0.00, -0.05], [-0.14, -0.05, -0.25], [-0.01, -0.04, -0.03], [0.47, -0.03, 0.17], [0.16, -0.10, 0.23], [-0.04, -0.02, -0.01], [-0.06, -0.13, 0.25], [0.03, 0.11, -0.11], [-0.05, -0.11, 0.09], [-0.33, -0.25, -0.08], [-0.03, 0.02, -0.01], [0.02, 0.06, 0.01], [-0.04, -0.02, -0.10], [-0.02, -0.22, -0.01], [-0.08, -0.02, 0.09], [0.01, 0.01, 0.01], [0.01, 0.02, 0.02], [-0.01, 0.01, 0.01], [0.04, 0.04, 0.02], [0.00, -0.03, -0.01], [0.00, 0.01, 0.00], [0.16, 0.08, 0.06], [0.00, -0.02, 0.00], [0.03, -0.07, -0.02], [-0.04, -0.08, 0.00], [0.05, 0.00, -0.04], [-0.04, 0.05, -0.08], [0.09, 1.49, 0.38], [-0.21, -0.02, -0.18], [-0.01, -0.06, 0.10], [0.01, -0.03, -0.01], [0.03, 0.07, 0.01], [0.03, -0.03, 0.02], [-0.05, 0.01, -0.02], [0.02, -0.01, 0.00], [-0.04, 0.02, 0.00], [0.03, 0.00, 0.00], [-0.04, 0.03, 0.01], [0.03, 0.03, -0.01], [0.01, -0.03, -0.01], [-0.06, 0.00, 0.00], [-0.06, 0.00, 0.00], [0.01, 0.02, -0.02], [0.02, 0.01, 0.01], [0.00, 0.01, -0.04], [0.00, -0.01, 0.04], [0.01, 0.00, 0.03], [0.05, -0.03, 0.01], [0.01, -0.01, 0.01], [0.03, 0.00, 0.07], [0.03, -0.02, 0.00], [0.00, 0.02, 0.00], [-0.02, -0.14, 0.10], [0.00, 0.00, -0.05], [-0.01, 0.03, 0.04], [0.03, -0.01, -0.04], [0.04, 0.00, 0.01], [0.02, 0.00, -0.01], [0.00, -0.01, -0.02], [0.01, -0.01, -0.04], [-0.03, -0.01, -0.03], [0.00, -0.03, -0.01], [0.01, 0.04, 0.01], [0.01, 0.02, 0.04], [-0.02, 0.01, 0.04], [0.00, 0.00, 0.01], [-0.05, 0.00, 0.02], [0.02, -0.02, -0.07], [-0.02, 0.01, 0.01], [0.02, 0.02, 0.04], [-0.01, 0.01, 0.02]]}